[1]
# C16H27F6N2O9S2

A 3-piece molecular cluster, C16H27F6N2O9S2 overall in a non-equilibrium geometry (the ωB97M-V functional and the def2-TZVPD basis, OMol25).

The geometry in XYZ format:
```
62
Properties=species:S:1:pos:R:3
N -0.0142 0.3114 2.8118
C 0.5922 0.6361 1.4620
C -0.2457 1.7368 0.5758
C -1.7915 1.2530 0.2091
C -2.8236 2.5288 -0.0388
C -3.2776 3.2317 1.3715
S -5.1656 3.1865 1.6610
O -5.3626 3.5384 3.1556
O -5.7851 4.3353 0.8273
N -5.6746 1.5804 1.2032
S -7.2946 1.2132 1.7399
O -7.5563 1.4366 3.2483
O -7.4940 -0.3322 1.4867
C -8.6624 2.0699 0.7868
C -10.1153 1.3248 1.5119
C -11.4565 1.2023 0.4295
O -11.3390 2.2666 1.6847
H -1.0215 0.0422 2.7516
H 0.1541 1.1060 3.4667
H 0.8524 -0.3509 0.8547
H 1.6499 1.1393 1.6919
H -0.2742 2.7277 1.1982
H 0.3961 1.9389 -0.4102
H -2.2781 0.5977 1.0526
H -1.6913 0.5874 -0.7621
H -3.7922 2.1856 -0.6448
H -2.2318 3.3498 -0.6719
H -2.9052 4.3641 1.4109
H -2.6973 2.6793 2.2467
H -8.7591 3.2186 0.9916
H -8.7494 1.7705 -0.3420
H -9.9280 0.3829 2.3220
H -11.4957 0.0527 0.7584
H -12.5780 1.3359 0.6610
C 3.3585 -6.0566 -0.5398
C 3.1970 -4.9979 -1.6160
O 2.8426 -3.7327 -1.0378
C 3.8665 -3.0259 -0.4633
O 5.0313 -3.4171 -0.4237
C 3.3660 -1.6868 0.0737
F 2.2232 -1.8075 0.8085
F 3.0815 -0.8057 -0.9277
F 4.2698 -1.0639 0.8819
H 2.4540 -6.1207 0.0735
H 3.5564 -7.0351 -0.9858
H 4.1831 -5.8137 0.1365
H 2.3783 -5.2824 -2.2863
H 4.0994 -4.9028 -2.2319
C 6.8488 -1.0626 -0.7388
C 7.0041 -1.3239 -2.2264
O 7.4664 -0.1467 -2.9055
C 8.8041 0.1279 -2.7904
O 9.5935 -0.5659 -2.1526
C 9.1718 1.3759 -3.5901
F 8.3164 2.4149 -3.3684
F 9.1518 1.1487 -4.9347
F 10.4185 1.8461 -3.3031
H 6.1945 -0.2019 -0.5671
H 6.4278 -1.9363 -0.2341
H 7.8105 -0.8271 -0.2739
H 6.0280 -1.5764 -2.6552
H 7.6715 -2.1715 -2.4231
```

Results
LUMO level: 1.32 eV
DFT total energy: -2807.7285 hartree
Frontier orbital gap: 0.264 Eh
Max |F|: 0.123 hartree/bohr
HOMO: -5.9 eV
Multiplicity: 1
Molar mass: 569.5 g mol⁻¹
Net charge: -1

Partial charges, Mulliken, in e: -0.58, -0.15, -0.36, -0.58, -0.48, -0.65, 1.11, -0.67, -0.70, -0.36, 0.81, -0.60, -0.67, -0.55, 0.28, -0.85, -0.38, 0.27, 0.26, -0.05, 0.26, 0.23, 0.24, 0.21, 0.29, 0.31, 0.29, 0.29, 0.26, 0.34, 0.36, 0.34, 0.14, 0.39, -1.12, -0.20, -0.30, 0.25, -0.59, 1.08, -0.31, -0.27, -0.26, 0.31, 0.38, 0.31, 0.34, 0.29, -0.91, -0.13, -0.34, 0.37, -0.52, 0.85, -0.24, -0.25, -0.24, 0.25, 0.22, 0.42, 0.26, 0.30

---

[2]
# C16H27F9I2N3O2S

An isolated ion of composition C16H27F9I2N3O2S and charge +1 in a non-equilibrium geometry (the ωB97M-V functional and the def2-TZVPD basis, OMol25).

The geometry in XYZ format:
```
60
Properties=species:S:1:pos:R:3
C -3.4052 -4.4769 -1.1228
C -2.2241 -3.4672 -0.6118
I -2.4943 -3.4389 1.5888
C -2.2676 -2.0034 -1.2683
I -3.3853 -2.0981 -3.1356
C -0.8009 -1.2807 -1.4006
C 0.1462 -1.7154 -0.1699
C 1.5831 -0.9976 -0.0984
C 1.7290 0.0560 1.1403
C 2.1675 -0.6394 2.5183
C 1.1358 -0.3521 3.7448
F -0.1713 -0.4457 3.1877
F 1.3146 -1.4796 4.6283
C 1.5082 1.0493 4.4092
F 1.9145 2.0536 3.4816
F 2.6692 0.8074 5.2214
S 0.2136 1.8167 5.5289
F 1.2671 1.7238 6.8400
F 0.9055 3.3363 5.2058
F -0.8465 2.1225 4.2772
F -0.4819 0.3613 5.9306
F -0.8780 2.5612 6.5522
C -0.0541 -1.8637 -2.7394
N -0.0522 -0.9119 -3.8844
C 0.5916 0.3672 -3.4852
C -0.0460 1.0274 -2.1639
C -0.7130 2.4382 -2.6188
C 0.4478 3.5036 -3.0475
O 0.6193 4.4712 -1.9509
C 1.9215 4.1947 -1.3910
O 2.9775 4.7383 -1.7927
N -1.1029 0.1891 -1.4852
N -1.4281 0.8228 -0.2845
H -3.3823 -5.3430 -0.3521
H -3.1724 -4.9614 -2.1280
H -4.4480 -4.0237 -1.0338
H -1.2471 -4.0106 -0.9126
H -2.9004 -1.3451 -0.5534
H 0.3663 -2.8502 -0.1467
H -0.3893 -1.4497 0.8231
H 2.3781 -1.8082 0.1372
H 1.9398 -0.5383 -1.0964
H 2.6143 0.7366 0.8279
H 0.8306 0.7493 1.2470
H 3.1777 -0.1791 2.8422
H 2.3833 -1.7716 2.4210
H -0.4901 -2.8898 -3.0517
H 1.0633 -2.0944 -2.5330
H -0.9765 -0.7894 -4.3162
H 1.7082 0.1469 -3.2658
H 0.6038 1.0903 -4.3839
H 0.8420 1.2894 -1.4687
H -1.3100 2.9497 -1.7912
H -1.4377 2.2249 -3.4957
H 1.4639 2.9832 -3.1895
H 0.0769 3.9973 -4.0168
H 1.9879 3.4016 -0.5485
H -1.9496 0.3043 -2.0966
H -0.7413 1.5162 0.0227
H -1.7519 0.1943 0.4555
```

Results
LUMO level: -3.33 eV
Structure (SMILES): C[C@H](I)[C@H](I)[C@@]1(CCCCC(F)(F)C(F)(F)S(F)(F)(F)(F)F)CNC[C@@H](CCOC=O)[N@@H+]1N
DFT total energy: -2832.4239 hartree
Frontier orbital gap: 0.336 Eh
Max |F|: 0.108 hartree/bohr
HOMO: -12.5 eV
Multiplicity: 1
Molar mass: 750.3 g mol⁻¹
Net charge: +1
Energy above the lowest of the compared OMol25 structures with the same formula, charge and spin: 4.499 eV

Partial charges, Mulliken, in e: -1.43, -0.18, 0.14, -1.00, 0.16, 0.48, -0.86, -0.72, -0.18, -1.20, 0.89, -0.23, -0.30, 0.57, -0.23, -0.25, 1.18, -0.30, -0.32, -0.28, -0.28, -0.28, -0.85, -0.26, -0.98, 0.28, -0.56, -0.58, -0.35, 0.31, -0.45, 1.04, -0.95, 0.45, 0.39, 0.44, 0.31, 0.58, 0.40, 0.02, 0.60, 0.11, 0.48, -0.03, 0.39, 0.37, 0.34, 0.27, 0.32, 0.24, 0.43, -0.26, 0.42, 0.42, 0.43, 0.28, 0.23, 0.72, 0.28, 0.32

---

[3]
# C16H27FeN2

C16H27FeN2 as an isolated structure in a non-equilibrium geometry (the ωB97M-V functional and the def2-TZVPD basis, OMol25).

The geometry in XYZ format:
```
46
Properties=species:S:1:pos:R:3
C 1.3087 -0.9371 -1.8741
H 0.5928 -1.4133 -2.5900
H 1.9875 -0.1698 -2.3499
H -1.9256 -0.4646 -1.3877
C 2.0180 -2.0681 -1.1189
H 2.4110 -1.7496 -0.1191
H 1.2568 -2.8469 -0.9404
C 3.1029 -2.5762 -2.0645
H 3.8256 -3.1986 -1.5446
H 2.6393 -3.1523 -2.8680
H 3.6038 -1.7219 -2.5204
C -0.8091 1.3083 1.2299
C 0.5617 0.9625 1.3253
C 1.1885 1.2117 0.0765
C 0.1665 1.6854 -0.8544
C -1.0835 1.7165 -0.1054
C -2.3142 2.3978 -0.5747
C 0.4126 2.4438 -2.1182
C 2.6533 1.3741 -0.1266
C 1.2441 0.5506 2.5747
C -1.7604 1.3581 2.3661
Fe -0.3755 -0.3628 -1.1073
H -0.4991 2.4463 -2.7304
H 0.7065 3.5004 -1.9702
H 1.2136 1.9638 -2.6942
H -2.4172 2.2813 -1.6625
H -3.2073 1.9645 -0.1002
H -2.3400 3.4823 -0.3602
H -1.5921 0.5244 3.0662
H -1.6537 2.2866 2.9532
H -2.8091 1.3154 2.0342
H 2.2141 0.0855 2.3569
H 1.4355 1.3878 3.2683
H 0.6366 -0.1847 3.1227
H 2.9496 1.1032 -1.1463
H 3.0275 2.4060 0.0341
H 3.2185 0.7354 0.5654
N -2.7235 -1.1702 0.5134
C -3.3951 -2.1004 1.2147
C -2.4442 -3.0131 1.6591
C -1.2039 -2.5795 1.1825
N -1.3745 -1.4615 0.4221
H -3.1091 -0.3616 0.0294
H -4.4622 -2.0382 1.3506
H -2.6411 -3.8864 2.2592
H -0.2343 -3.0352 1.3238
```

Results
LUMO level (alpha / beta): -9.56 / -10.35 eV
DFT total energy: -1998.2754 hartree
Frontier orbital gap (alpha / beta): 0.199 / 0.207 Eh
Max |F|: 0.046 hartree/bohr
HOMO (alpha / beta): -15.0 / -16.0 eV
Multiplicity: 6
Molar mass: 303.3 g mol⁻¹
Net charge: +2

Partial charges, Mulliken, in e: -0.69, 0.55, 0.46, 0.17, -0.05, 0.22, 0.26, -1.29, 0.38, 0.36, 0.35, 1.16, 0.89, 0.74, -0.46, 0.99, -1.54, -1.51, -1.43, -1.77, -1.62, -0.04, 0.38, 0.36, 0.31, 0.41, 0.37, 0.34, 0.38, 0.39, 0.35, 0.42, 0.37, 0.41, 0.30, 0.35, 0.43, 0.07, 0.01, -0.99, -0.36, -0.03, 0.12, 0.49, 0.45, 0.53

---

[4]
# C16H27MgNO2PS2

C16H27MgNO2PS2 as an isolated structure (the ωB97M-V functional and the def2-TZVPD basis, OMol25).

The geometry in XYZ format:
```
50
Properties=species:S:1:pos:R:3
Mg 0.5351 0.1826 -0.6972
C 0.6178 3.8298 2.0789
C 1.6133 2.7306 1.8043
C 1.7160 1.6351 2.6567
C 2.6467 0.6255 2.4308
C 2.7426 -0.5565 3.3648
C 3.4901 0.7284 1.3284
C 3.3910 1.7917 0.4366
C 4.3136 1.8871 -0.7519
C 2.4408 2.7804 0.6861
H 1.0548 4.5874 2.7344
H -0.2766 3.4404 2.5687
H 0.3100 4.3249 1.1560
H 1.0355 1.5541 3.5005
H 3.3953 -0.3348 4.2128
H 3.1562 -1.4289 2.8535
H 1.7629 -0.8250 3.7643
H 4.2095 -0.0623 1.1320
H 5.2471 2.3838 -0.4746
H 3.8589 2.4602 -1.5605
H 4.5658 0.8969 -1.1362
H 2.3409 3.6081 -0.0098
C -3.1454 1.1603 -3.9281
C -2.6607 1.4870 -2.5386
O -2.2054 0.2564 -1.9257
P -2.2832 0.0884 -0.3280
S -1.4045 1.6300 0.5363
S -1.4352 -1.6655 -0.0181
O -3.8376 0.1624 0.0027
C -4.8717 -0.5782 -0.6660
C -4.7552 -2.0836 -0.5552
H -3.4634 2.0750 -4.4338
H -3.9895 0.4707 -3.8978
H -2.3481 0.7003 -4.5134
H -3.4414 1.9445 -1.9325
H -1.8194 2.1754 -2.5666
H -4.8900 -0.2640 -1.7117
H -5.7881 -0.2319 -0.1989
H -3.9029 -2.4680 -1.1119
H -5.6669 -2.5301 -0.9586
H -4.6471 -2.3917 0.4861
C 0.6530 -4.6752 -0.5177
C 1.8910 -4.0794 0.1673
C 2.0319 -2.6454 -0.1211
N 2.1313 -1.5305 -0.3751
H 0.6566 -5.7562 -0.3935
H 0.6476 -4.4473 -1.5823
H -0.2606 -4.2748 -0.0848
H 2.8027 -4.5728 -0.1603
H 1.8349 -4.1951 1.2485
```

Results
LUMO level (alpha / beta): 0.53 / 0.15 eV
DFT total energy: -2169.0294 hartree
Frontier orbital gap (alpha / beta): 0.196 / 0.302 Eh
Max |F|: 0.010 hartree/bohr
HOMO (alpha / beta): -4.8 / -8.1 eV
Multiplicity: 2
Molar mass: 384.8 g mol⁻¹
Net charge: 0

Partial charges, Mulliken, in e: 0.32, -1.69, 0.66, -0.44, 0.87, -1.66, -0.37, 0.70, -1.68, -0.56, 0.44, 0.36, 0.35, 0.31, 0.36, 0.30, 0.37, 0.39, 0.35, 0.37, 0.35, 0.30, -1.24, -0.27, -0.07, 0.17, -0.38, -0.47, -0.22, 0.03, -1.10, 0.39, 0.28, 0.30, 0.37, 0.34, 0.02, 0.33, 0.28, 0.41, 0.26, -1.01, -0.22, 0.11, -0.14, 0.35, 0.32, 0.20, 0.34, 0.23

---

[5]
# C16H27N2PdS4Sb2

C16H27N2PdS4Sb2 as an isolated structure (the ωB97M-V functional and the def2-TZVPD basis, OMol25).

The geometry in XYZ format:
```
52
Properties=species:S:1:pos:R:3
Pd 0.8762 -1.5698 0.3623
S 3.7617 -0.3809 2.5832
Sb 3.2175 -2.3468 1.3858
S 2.7635 -1.6328 -1.1137
S 0.9452 -3.1192 2.1617
N -1.9692 -0.9859 -1.9990
C -2.3804 -2.0718 -1.2602
N -1.5730 -2.9588 -0.8177
C -2.2473 -3.9327 -0.1041
C -1.6297 -4.9748 0.5848
C -2.4275 -5.8694 1.2738
C -3.8185 -5.7376 1.2922
C -4.4415 -4.6894 0.6357
C -3.6435 -3.7863 -0.0533
S -4.0956 -2.3399 -0.9245
H -0.9661 -0.8557 -1.8678
H -2.4782 -0.1370 -1.7999
H -0.5482 -5.0061 0.6178
H -1.9629 -6.6710 1.8345
H -4.4177 -6.4498 1.8475
H -5.5177 -4.5712 0.6711
C 2.6352 3.6600 0.3588
C 2.7693 2.1389 0.3154
C 3.9005 1.7489 -0.6301
Sb 0.9625 0.9802 0.0214
C 0.2277 1.7388 -1.8917
C 0.4237 3.2184 -2.1775
C 0.7812 0.9017 -3.0404
C -0.5122 1.9219 1.3402
C -0.4269 1.1420 2.6565
C -0.6144 3.4140 1.6185
H 3.5276 4.0804 0.8381
H 1.7691 4.0275 0.9039
H 2.5926 4.0806 -0.6491
H 3.0580 1.7603 1.3005
H 3.7000 2.0927 -1.6532
H 4.0529 0.6715 -0.6564
H 4.8250 2.2308 -0.2906
H -0.8518 1.5477 -1.8081
H 1.4813 3.4337 -2.3419
H 0.0833 3.8614 -1.3648
H -0.1120 3.5112 -3.0912
H 1.8482 1.0958 -3.1739
H 0.2684 1.1429 -3.9811
H 0.7114 -0.1719 -2.8564
H -1.4303 1.6152 0.8157
H 0.5373 1.3137 3.1453
H -0.4874 0.0640 2.4964
H -1.2207 1.4535 3.3468
H 0.2175 3.7560 2.2377
H -1.5303 3.6276 2.1856
H -0.6334 4.0276 0.7155
```

Results
LUMO level (alpha / beta): 3.98 / 3.98 eV
DFT total energy: -2936.5827 hartree
Frontier orbital gap (alpha / beta): 0.142 / 0.148 Eh
Max |F|: 0.010 hartree/bohr
HOMO (alpha / beta): 0.1 / -0.1 eV
Multiplicity: 2
Molar mass: 725.6 g mol⁻¹
Net charge: -2
Energy above the lowest of the compared OMol25 structures with the same formula, charge and spin: 0.000 eV

Partial charges, Mulliken, in e: -0.45, -0.79, 0.28, -0.72, -0.79, -0.47, 0.50, -0.30, -0.39, -0.39, -0.65, -0.37, -0.39, 0.75, -0.35, 0.07, 0.33, 0.48, 0.35, 0.34, 0.34, -1.40, 0.67, -1.40, 1.59, 0.61, -1.33, -1.59, 0.46, -1.40, -1.54, 0.45, 0.20, 0.23, -0.04, 0.23, 0.22, 0.45, 0.10, 0.20, 0.24, 0.43, 0.30, 0.38, 0.36, 0.18, 0.30, 0.25, 0.42, 0.30, 0.43, 0.28

---

[6]
# C16H27N3OS

One molecule with the formula C16H27N3OS (the ωB97M-V functional and the def2-TZVPD basis, OMol25).

The geometry in XYZ format:
```
48
Properties=species:S:1:pos:R:3
C -6.6929 -1.4202 -1.1305
C -5.3644 -1.3832 -0.3840
C -5.3278 -0.2294 0.6049
H -6.1476 -0.3130 1.3185
H -5.4019 0.7348 0.1021
S -3.8360 -0.2190 1.6541
C -2.5106 0.1804 0.4649
C -2.6169 1.5908 -0.0950
H -3.5208 1.6832 -0.6997
H -2.6838 2.3034 0.7289
C -1.4149 1.9463 -0.9746
N -0.2068 2.0783 -0.2002
C 0.4820 3.2219 -0.1054
O 0.2019 4.2604 -0.6650
C 1.6908 3.1216 0.8491
N 2.3908 1.8726 0.7690
C 3.6780 1.6634 0.4264
C 3.9057 0.3053 0.4863
C 2.6689 -0.2414 0.8753
N 1.7711 0.7188 1.0406
C 2.3386 -1.6778 1.0691
H 1.2743 -1.7566 1.2980
C 2.6692 -2.5157 -0.1697
C 4.1657 -2.7436 -0.3875
C 4.9472 -1.5232 -0.8764
C 5.1572 -0.4455 0.1918
H 5.9180 0.2598 -0.1497
H 5.5261 -0.9188 1.1072
H 4.4364 -1.0833 -1.7362
H 5.9295 -1.8633 -1.2138
H 4.6122 -3.1073 0.5416
H 4.2788 -3.5342 -1.1343
H 2.2408 -2.0378 -1.0539
H 2.1905 -3.4915 -0.0560
H 2.8981 -2.0672 1.9249
H 4.3325 2.4730 0.1728
H 1.3035 3.2616 1.8659
H 2.3795 3.9361 0.6202
H 0.1595 1.2701 0.3033
H -1.5825 2.9100 -1.4623
H -1.2770 1.1772 -1.7435
H -1.5993 0.0598 1.0501
H -2.5215 -0.5680 -0.3277
H -4.5507 -1.2799 -1.1054
H -5.2170 -2.3199 0.1574
H -7.5183 -1.5519 -0.4346
H -6.8505 -0.4929 -1.6774
H -6.7056 -2.2441 -1.8397
```

Results
LUMO level: 0.77 eV
Structure (SMILES): CCCSCCCNC(=O)Cn1cc2c(n1)CCCCC2
DFT total energy: -1263.5921 hartree
Frontier orbital gap: 0.340 Eh
Max |F|: 0.014 hartree/bohr
HOMO: -8.5 eV
Multiplicity: 1
Molar mass: 309.5 g mol⁻¹
Net charge: 0
Energy above the lowest of the compared OMol25 structures with the same formula, charge and spin: 0.183 eV

Partial charges, Mulliken, in e: -1.34, -0.13, -0.72, 0.43, 0.32, -0.15, -0.47, -0.26, 0.32, 0.22, -1.08, 0.07, 0.76, -0.68, -0.71, 0.44, -0.71, 0.61, 0.52, -1.02, -0.76, 0.28, -0.71, -0.57, -0.73, -0.97, 0.36, 0.29, 0.39, 0.35, 0.31, 0.31, 0.37, 0.32, 0.32, 0.41, 0.25, 0.26, 0.35, 0.39, 0.36, 0.17, 0.28, 0.22, 0.27, 0.34, 0.35, 0.36